{"formula": "C49H40ClFeN2O5P2S2", "method": "ωB97M-V with the def2-TZVPD basis set", "e_lumo_ev": [-4.98, -9.14], "energy_ev": -151824.9186, "gap_ev": [8.199, 4.391], "charge": 2, "e_homo_ev": [-13.177, -13.532], "multiplicity": 6, "elements": ["Fe", "O", "S", "C", "C", "C", "C", "C", "C", "P", "C", "C", "C", "C", "C", "C", "C", "C", "C", "C", "C", "C", "C", "C", "C", "C", "C", "C", "P", "C", "C", "C", "C", "C", "C", "C", "C", "C", "C", "C", "C", "H", "H", "H", "H", "H", "H", "H", "H", "H", "H", "H", "H", "H", "H", "H", "H", "H", "H", "H", "H", "H", "H", "H", "H", "H", "H", "H", "H", "O", "C", "O", "C", "C", "Cl", "N", "N", "C", "C", "O", "O", "C", "C", "C", "C", "C", "C", "H", "H", "H", "H", "H", "H", "C", "S", "C", "H", "H", "H", "H", "H", "H"], "positions_angstrom": [[0.0704, 0.4249, 0.3143], [1.7286, -2.9173, 1.5610], [1.0673, -2.1891, 0.4578], [-0.3279, -3.1869, -0.0964], [-0.2471, -4.5493, 0.1403], [-1.3096, -5.3666, -0.2098], [-2.4560, -4.8159, -0.7747], [-2.5457, -3.4474, -0.9782], [-1.4822, -2.6085, -0.6396], [-1.6084, -0.8053, -0.8231], [-1.6342, -0.4708, -2.6089], [-1.7611, -1.4524, -3.5836], [-1.8452, -1.0899, -4.9247], [-1.8021, 0.2455, -5.2938], [-1.6489, 1.2299, -4.3238], [-1.5528, 0.8680, -2.9897], [-3.2641, -0.2601, -0.2950], [-4.4068, -0.4459, -1.0711], [-5.6326, 0.0381, -0.6312], [-5.7265, 0.7229, 0.5788], [-4.5883, 0.9398, 1.3453], [-3.3578, 0.4581, 0.9038], [2.1711, -2.3097, -0.9535], [2.6317, -3.5615, -1.3404], [3.5807, -3.6510, -2.3423], [4.0738, -2.4961, -2.9409], [3.6357, -1.2463, -2.5288], [2.6836, -1.1381, -1.5183], [2.1377, 0.4861, -0.9064], [3.1789, 0.8947, 0.5226], [3.8826, -0.0748, 1.2316], [4.5559, 0.2771, 2.3969], [4.5226, 1.5851, 2.8591], [3.8159, 2.5551, 2.1566], [3.1412, 2.2119, 0.9948], [2.5769, 1.6142, -2.2518], [1.8017, 1.5469, -3.4083], [2.1513, 2.2864, -4.5273], [3.2763, 3.1010, -4.4948], [4.0447, 3.1772, -3.3425], [3.7009, 2.4332, -2.2189], [0.6290, -4.9533, 0.6393], [-1.2509, -6.4348, -0.0308], [-3.2957, -5.4522, -1.0323], [-3.4617, -3.0338, -1.3850], [-1.7922, -2.4987, -3.3043], [-1.9449, -1.8581, -5.6828], [-1.8693, 0.5205, -6.3396], [-1.5778, 2.2726, -4.6139], [-1.3766, 1.6221, -2.2323], [-4.3441, -0.9499, -2.0294], [-6.5201, -0.1193, -1.2347], [-6.6895, 1.0846, 0.9236], [-4.6589, 1.4715, 2.2892], [-2.4658, 0.6403, 1.4971], [2.2631, -4.4580, -0.8552], [3.9456, -4.6243, -2.6509], [4.8153, -2.5696, -3.7282], [4.0475, -0.3540, -2.9858], [3.9102, -1.1046, 0.8912], [5.1127, -0.4782, 2.9394], [5.0523, 1.8524, 3.7662], [3.7863, 3.5788, 2.5170], [2.5837, 2.9711, 0.4520], [0.9376, 0.8947, -3.4430], [1.5488, 2.2254, -5.4268], [3.5618, 3.6689, -5.3722], [4.9225, 3.8121, -3.3139], [4.3170, 2.4847, -1.3299], [1.1772, 4.3514, 4.5535], [1.1748, 3.1547, 5.1259], [1.4751, 2.9968, 6.2742], [0.7894, 1.9780, 4.2648], [0.7056, 0.6743, 4.7235], [0.8493, 0.0836, 6.2932], [0.3603, -0.1259, 3.6889], [0.2284, 0.5941, 2.5617], [0.4559, 1.8586, 2.9070], [0.2150, 2.8678, 1.8279], [0.3615, 4.0709, 2.0048], [-0.2238, 2.3595, 0.7250], [0.0331, -1.5255, 3.7261], [0.8643, -2.4285, 4.3609], [0.4989, -3.7653, 4.4000], [-0.6852, -4.1919, 3.8156], [-1.5078, -3.2762, 3.1740], [-1.1476, -1.9391, 3.1256], [0.9095, 4.3124, 3.6148], [1.7959, -2.1048, 4.8060], [1.1541, -4.4772, 4.8873], [-0.9700, -5.2381, 3.8633], [-2.4422, -3.5970, 2.7272], [-1.7986, -1.2106, 2.6593], [-2.9022, 4.4764, 0.8346], [-2.5446, 3.4751, -0.5767], [-4.1061, 3.3660, -1.3948], [-3.2912, 5.4402, 0.4890], [-1.9634, 4.6070, 1.3797], [-3.6512, 3.9624, 1.4463], [-4.8244, 2.8843, -0.7180], [-3.9647, 2.7649, -2.2927], [-4.4437, 4.3771, -1.6470]], "atomic_forces_ev_per_a": [[0.424, 0.149, 0.809], [-0.127, 0.064, -0.239], [0.039, -0.041, 0.114], [-0.008, 0.095, -0.026], [0.013, -0.094, 0.059], [-0.095, -0.051, -0.050], [-0.012, -0.080, 0.040], [0.005, -0.017, 0.069], [0.046, -0.023, 0.150], [-0.343, -0.181, -0.375], [0.086, -0.031, 0.050], [-0.020, -0.076, -0.053], [0.011, -0.112, 0.000], [0.011, 0.034, -0.043], [-0.003, 0.054, 0.026], [-0.081, 0.002, -0.102], [0.055, 0.151, 0.115], [-0.096, 0.042, 0.008], [-0.023, -0.003, -0.023], [-0.027, -0.028, 0.016], [0.076, -0.025, -0.014], [-0.105, 0.015, -0.027], [-0.016, 0.082, -0.027], [-0.104, 0.005, 0.037], [0.108, -0.040, -0.089], [0.016, -0.024, -0.030], [0.088, -0.046, -0.031], [-0.133, -0.119, 0.172], [0.444, 0.148, -0.173], [0.019, 0.079, -0.018], [0.017, -0.040, 0.039], [-0.020, -0.058, -0.014], [0.027, -0.004, 0.038], [-0.048, 0.065, -0.020], [-0.008, 0.018, 0.021], [-0.055, -0.036, 0.017], [-0.003, 0.039, -0.079], [-0.075, -0.015, -0.002], [0.036, 0.021, -0.022], [0.033, 0.004, 0.097], [0.075, 0.040, -0.026], [-0.096, 0.060, -0.041], [-0.016, 0.101, -0.008], [0.095, 0.048, 0.007], [0.058, -0.005, 0.041], [-0.001, 0.035, -0.051], [0.008, 0.050, 0.060], [-0.006, -0.015, 0.060], [0.001, -0.062, 0.026], [0.019, 0.113, 0.029], [0.003, 0.011, 0.033], [0.072, 0.008, 0.059], [0.077, -0.038, -0.038], [0.015, -0.067, -0.068], [-0.034, -0.017, 0.029], [0.034, 0.088, -0.051], [-0.033, 0.094, 0.005], [-0.044, 0.001, 0.069], [-0.047, -0.052, 0.020], [0.032, 0.070, 0.008], [-0.041, 0.051, -0.029], [-0.041, -0.012, -0.054], [0.009, -0.099, -0.045], [0.068, -0.035, 0.037], [0.030, -0.013, -0.023], [0.052, -0.017, 0.054], [-0.039, -0.011, 0.056], [-0.055, -0.050, -0.010], [0.002, 0.001, -0.051], [0.062, -0.063, 0.146], [-0.002, -0.094, -0.016], [-0.010, -0.071, -0.038], [0.035, 0.283, -0.063], [-0.164, -0.149, 0.126], [0.029, -0.016, 0.061], [0.258, -0.373, 0.031], [-0.285, -0.021, -0.097], [0.052, 0.216, -0.140], [-0.050, 0.162, -0.086], [-0.053, -0.136, 0.204], [-0.159, -0.169, -0.253], [-0.110, 0.059, -0.071], [0.168, -0.046, 0.029], [0.024, -0.038, 0.051], [0.000, -0.044, -0.020], [-0.018, -0.045, -0.038], [-0.055, 0.128, 0.013], [-0.109, 0.088, -0.319], [-0.047, -0.009, -0.054], [-0.061, 0.042, -0.018], [0.038, 0.116, 0.004], [0.053, 0.014, 0.005], [-0.028, 0.004, 0.017], [0.134, -0.007, 0.161], [0.163, -0.073, -0.103], [-0.114, -0.022, 0.067], [-0.006, -0.086, 0.058], [-0.083, 0.004, -0.054], [0.030, 0.114, -0.051], [0.039, 0.084, -0.132], [-0.037, 0.042, 0.043], [-0.043, -0.096, 0.019]], "lowdin_spin": [3.65, 0.02, 0.03, 0.00, 0.00, 0.00, 0.00, 0.00, 0.00, 0.03, 0.01, 0.00, 0.00, 0.00, 0.00, 0.00, 0.02, 0.00, 0.01, 0.00, 0.00, 0.02, 0.00, 0.00, 0.00, 0.00, 0.00, 0.01, 0.04, 0.01, 0.01, 0.00, 0.01, 0.00, 0.01, 0.01, 0.00, 0.00, 0.00, 0.00, 0.00, 0.00, 0.00, 0.00, 0.00, 0.00, 0.00, 0.00, 0.00, 0.00, 0.00, 0.00, 0.00, 0.00, 0.00, 0.00, 0.00, 0.00, 0.00, 0.00, 0.00, 0.00, 0.00, 0.00, 0.00, 0.00, 0.00, 0.00, 0.00, 0.00, 0.00, 0.00, 0.00, 0.00, 0.00, 0.00, 0.03, 0.00, 0.01, 0.01, 0.08, 0.00, 0.00, 0.00, 0.00, 0.00, 0.00, 0.00, 0.00, 0.00, 0.00, 0.00, 0.00, 0.08, 0.70, 0.08, 0.02, 0.00, 0.02, 0.02, 0.00, 0.02]}